No. 1
Computed, not measured: a cluster of 5 separate species, C19H31Cl2NO8 in total, with ωB97M-V with the def2-TZVPD basis set.

XYZ file:
```
61
Properties=species:S:1:pos:R:3:forces:R:3:lowdin_charge:R:1
C -3.0049 -0.3929 -2.6207 0.01 0.13 -0.05 -0.124
O -2.4185 -1.6663 -2.5857 -0.04 -0.17 0.14 -0.191
C -1.2611 -1.7193 -1.7473 -0.24 0.13 -0.42 -0.211
C 0.0073 -1.2995 -2.5029 0.02 -0.29 0.30 -0.143
C 0.9990 -0.4256 -1.7283 0.18 0.19 -0.36 -0.163
C 0.3363 0.6876 -0.9440 0.03 -0.24 0.02 -0.131
N 1.2683 1.7825 -0.5112 -0.05 0.60 0.08 0.055
C 0.5716 3.0521 -0.6686 0.09 -0.19 0.12 -0.358
O 0.6275 3.7463 -1.6347 -0.28 -0.07 -0.27 0.170
C -0.1354 3.3186 0.6191 -0.03 0.06 0.04 -0.074
C -1.1726 4.1804 0.9157 0.11 0.11 0.14 0.028
C -1.6313 4.1964 2.2258 0.14 -0.05 -0.27 -0.070
C -1.0496 3.3742 3.1889 0.08 -0.09 -0.05 -0.564
Cl -1.7163 3.4624 4.7889 0.02 -0.03 0.01 0.732
C 0.0145 2.5062 2.9053 -0.18 0.17 0.10 -0.186
C 0.6391 1.6228 3.9498 0.05 0.19 0.09 -0.136
C 0.6967 0.1689 3.5770 0.36 0.05 -0.11 -0.778
O 1.6417 -0.5315 3.5800 -0.05 -0.14 0.17 0.100
Cl -0.9009 -0.4606 3.0941 -0.32 -0.14 -0.18 0.723
C 0.4351 2.5080 1.5825 -0.05 0.17 0.04 -0.041
C 1.5242 1.7440 0.9020 0.00 -0.23 -0.06 -0.333
O 2.4913 1.2618 1.4177 -0.02 -0.39 0.01 0.165
H -3.3629 -0.0853 -1.6306 0.03 -0.02 0.07 0.089
H -2.3096 0.3725 -2.9856 0.03 0.02 -0.04 0.079
H -3.8557 -0.4325 -3.2955 -0.03 -0.03 -0.07 0.088
H -1.4568 -1.0895 -0.8764 0.05 -0.07 0.15 0.103
H -1.2020 -2.7501 -1.4254 0.13 -0.09 0.20 0.102
H 0.5388 -2.2092 -2.7778 0.02 0.00 -0.21 0.115
H -0.2891 -0.8309 -3.4412 -0.05 0.21 0.04 0.118
H 1.6662 0.0385 -2.4533 0.12 0.00 0.00 0.106
H 1.6393 -1.0338 -1.0922 -0.04 0.02 0.17 0.110
H -0.1697 0.2788 -0.0644 0.01 0.10 0.12 0.113
H -0.4479 1.1491 -1.5480 0.03 0.05 -0.11 0.129
H -1.6011 4.8185 0.1565 -0.04 0.03 -0.01 0.129
H -2.4441 4.8484 2.5075 -0.05 -0.01 0.07 0.109
H 1.6567 1.9336 4.1792 0.08 0.01 -0.07 0.144
H 0.0500 1.6883 4.8609 -0.01 -0.03 0.12 0.084
C -3.2422 -5.2221 0.3460 0.00 0.11 0.02 -0.152
O -2.5579 -4.0737 -0.1330 -0.05 -0.09 0.00 -0.133
H -2.4989 -5.8529 0.8272 0.01 -0.03 0.00 0.079
H -4.0017 -4.9597 1.0868 0.01 0.01 0.01 0.069
H -3.7085 -5.7858 -0.4669 0.01 -0.01 0.00 0.076
H -3.1916 -3.4925 -0.5647 0.00 0.00 -0.02 0.069
C -4.9906 -2.4446 3.8325 0.05 -0.02 -0.03 -0.162
O -3.7849 -2.5681 3.0924 -0.08 0.06 0.04 -0.136
H -5.6738 -3.2002 3.4511 -0.02 0.00 0.00 0.075
H -4.8364 -2.6265 4.8997 0.00 0.00 0.01 0.076
H -5.4527 -1.4622 3.7013 -0.01 0.00 0.00 0.075
H -3.1645 -1.9083 3.4160 0.02 -0.08 -0.01 0.008
C 5.4086 0.1294 -0.9533 -0.17 -0.01 -0.01 -0.152
O 4.1178 -0.4285 -0.7663 0.08 -0.02 0.09 -0.132
H 5.7523 -0.2104 -1.9277 0.07 0.01 0.01 0.059
H 5.3699 1.2235 -0.9487 0.08 0.01 -0.02 0.083
H 6.1209 -0.2066 -0.1952 0.00 0.00 0.01 0.079
H 3.7846 -0.1331 0.0892 -0.09 0.11 -0.03 0.048
C 5.3263 0.9843 -4.6447 -0.11 -0.03 0.09 -0.164
O 4.0686 0.3850 -4.3733 0.03 0.05 -0.02 -0.122
H 5.6306 0.6725 -5.6411 -0.05 -0.02 -0.02 0.078
H 5.2689 2.0761 -4.6235 0.03 0.01 0.00 0.079
H 6.0875 0.6516 -3.9345 0.07 0.05 -0.03 0.059
H 3.7936 0.6398 -3.4863 0.02 -0.06 0.03 0.053
```
Positions in Å, forces in eV/Å.

Values from the calculation:
Spin multiplicity: 1
Lowest unoccupied orbital energy (eV): -0.8
Structure (SMILES): COCCCCN1C(=O)c2ccc(Cl)c(CC(=O)Cl)c2C1=O.CO.CO.CO.CO
Orbital gap (eV): 8.923

***

No. 2
Computed, not measured: a structure of composition C33H26N6OsS, with ωB97M-V with the def2-TZVPD basis set.

XYZ file:
```
67
Properties=species:S:1:pos:R:3:forces:R:3:lowdin_charge:R:1
Os 0.1151 0.7102 -0.1770 -1.60 0.63 2.18 1.496
S 4.3562 0.5957 1.1967 0.30 -0.03 -0.08 1.097
C 4.4206 0.5041 -0.5132 -0.12 -0.02 0.09 -0.360
C 3.1794 0.5118 -1.0875 -0.01 0.00 0.09 -0.194
C 2.1285 0.6114 -0.1231 -0.01 -0.06 -1.38 -0.412
C 2.6427 0.6444 1.1391 0.24 0.10 0.74 -0.551
C 1.7345 0.6790 2.2330 0.02 -0.13 0.01 -0.243
C 2.0911 0.6474 3.5801 -0.16 0.03 0.27 0.015
C 1.1082 0.6092 4.5401 0.20 0.00 0.03 -0.006
C -0.2325 0.5959 4.1501 -0.06 0.02 -0.14 -0.021
C -0.5344 0.6445 2.8147 -0.24 0.02 0.17 -0.100
N 0.4157 0.6966 1.8602 0.83 -0.02 -1.20 -0.028
H 5.3805 0.4571 -1.0063 -0.03 0.00 0.01 0.084
H 3.0260 0.4749 -2.1589 0.05 0.05 0.02 0.108
H 3.1377 0.6405 3.8523 0.00 0.00 -0.02 0.122
H 1.3727 0.5768 5.5889 -0.01 0.00 -0.01 0.131
H -1.0298 0.5434 4.8768 -0.01 0.01 -0.02 0.123
H -1.5559 0.6287 2.4779 0.06 -0.08 0.02 0.081
C -3.2047 5.1365 -1.1760 0.02 0.09 0.05 -0.042
C -3.1650 3.8355 -1.6951 0.13 -0.04 0.02 -0.033
C -2.0639 3.0287 -1.4925 -0.08 0.06 -0.13 -0.060
C -0.9471 3.4875 -0.7807 0.12 -0.19 -0.56 -0.173
C 0.2345 2.6715 -0.5093 0.72 -0.48 -0.06 -0.202
C 1.4402 3.3810 -0.2354 -0.33 -0.04 0.06 -0.030
C 1.4448 4.7222 0.0957 0.01 0.20 0.29 -0.023
C 0.2584 5.4351 0.0870 0.03 -0.20 -0.14 0.061
C -0.9411 4.8490 -0.3758 0.05 -0.03 0.21 -0.159
C -2.1028 5.6357 -0.5308 -0.13 0.05 -0.01 0.004
H -4.0773 5.7573 -1.3274 0.00 -0.02 0.03 0.120
H -4.0001 3.4691 -2.2793 0.03 -0.02 -0.01 0.121
H -2.0302 2.0544 -1.9583 -0.08 -0.02 0.03 0.103
H 2.3880 2.8622 -0.2662 -0.04 -0.04 -0.02 0.097
H 2.3742 5.2055 0.3654 -0.03 0.04 -0.04 0.125
H 0.2552 6.4888 0.3411 0.00 -0.01 0.04 0.138
H -2.1019 6.6480 -0.1449 0.02 0.01 -0.06 0.129
C -5.4118 1.4385 1.0307 0.07 -0.03 0.06 0.029
N -4.1957 0.9094 0.4074 -0.22 -0.07 0.00 -0.088
C -4.1412 -0.0539 -0.5727 -0.05 0.09 -0.02 -0.016
C -2.8252 -0.2777 -0.8157 0.07 0.12 0.11 -0.124
N -2.0684 0.5383 0.0101 -0.08 -0.35 -0.22 -0.119
C -2.9413 1.2350 0.7265 0.08 0.01 -0.09 -0.175
H -6.2585 1.2375 0.3824 0.02 0.02 -0.06 0.103
H -5.3147 2.5113 1.1749 0.02 0.02 -0.05 0.100
H -5.5828 0.9592 1.9918 0.01 -0.04 0.00 0.104
H -5.0271 -0.4826 -1.0095 0.00 0.02 0.05 0.139
H -2.3766 -0.9596 -1.5179 0.01 0.01 0.02 0.111
H -2.6895 1.9775 1.4666 -0.08 0.10 -0.10 0.151
N 4.4811 -8.7328 -3.1095 0.01 0.02 -0.01 0.192
C 3.8797 -7.8390 -2.7135 -0.10 0.12 0.07 -0.160
C 3.1117 -6.7265 -2.2099 0.06 -0.16 -0.05 -0.206
C 3.5312 -5.4215 -2.4455 0.01 0.02 -0.03 0.004
C 2.7930 -4.3596 -1.9565 0.05 0.10 -0.01 0.002
C 1.6284 -4.6010 -1.2435 -0.02 0.06 0.01 -0.162
C 1.1995 -5.8970 -1.0126 -0.10 -0.08 0.02 0.006
C 1.9457 -6.9613 -1.4892 -0.01 0.02 0.02 0.008
N 0.8636 -3.4946 -0.7261 -0.07 -0.20 0.02 0.022
C -0.1238 -3.5590 0.2396 0.12 0.02 -0.03 -0.001
C -0.5562 -2.2925 0.4363 -0.09 0.10 -0.14 -0.107
N 0.1514 -1.4438 -0.4030 0.18 0.14 -0.02 -0.095
C 0.9933 -2.2084 -1.0770 0.07 0.07 -0.10 -0.103
H 4.4376 -5.2408 -3.0062 0.00 0.00 0.01 0.133
H 3.1459 -3.3524 -2.1304 0.03 -0.02 0.02 0.110
H 0.2830 -6.1000 -0.4766 0.01 0.00 -0.01 0.114
H 1.6224 -7.9763 -1.3051 -0.01 0.01 -0.02 0.135
H -0.4274 -4.4741 0.7135 0.06 0.00 -0.01 0.131
H -1.3202 -1.9402 1.1070 0.03 0.02 -0.01 0.108
H 1.6754 -1.8516 -1.8280 0.04 -0.01 0.05 0.134
```
Positions in Å, forces in eV/Å.

Values from the calculation:
Spin multiplicity: 1
Lowest unoccupied orbital energy (alpha / beta) (eV): -8.0 / -8.0
Charge: +2
Orbital gap (alpha / beta) (eV): 5.450 / 5.431

***

No. 3
Computed, not measured: a structure of composition C45H31Cl2F10IN5O2PSY, with ωB97M-V with the def2-TZVPD basis set.

XYZ file:
```
99
Properties=species:S:1:pos:R:3:forces:R:3:lowdin_charge:R:1
Y -1.0822 -0.3560 0.3547 -0.57 -0.08 -0.27 1.332
C -4.3234 -0.1820 1.5449 0.03 0.07 -0.09 -0.069
N -3.6484 -0.2269 0.2452 -0.04 -0.04 0.03 -0.293
C -4.1176 -1.3730 -0.5397 0.06 -0.02 0.07 -0.197
C -3.6342 -2.6510 0.1081 -0.10 0.06 -0.04 -0.236
N -2.2188 -2.5008 0.4252 0.05 -0.02 0.11 -0.108
C -1.6223 -3.6350 0.8716 0.25 -0.08 -0.09 -0.244
C -0.2495 -3.8223 0.5939 -0.11 0.11 0.13 -0.161
F 0.3569 -2.8572 -0.1315 -0.02 -0.11 -0.28 0.011
C 0.5036 -4.8943 1.0092 0.00 -0.02 0.03 -0.150
F 1.8019 -4.9802 0.6912 -0.05 0.01 0.01 0.112
C -0.0964 -5.9074 1.7419 0.03 -0.04 0.00 -0.156
F 0.6145 -6.9707 2.1619 -0.04 0.06 -0.02 0.091
C -1.4406 -5.7926 2.0331 0.02 0.01 0.00 -0.154
F -2.0411 -6.7462 2.7643 0.04 0.01 -0.02 0.098
C -2.1769 -4.6947 1.6194 -0.02 0.05 0.01 -0.141
F -3.4646 -4.6575 2.0388 0.10 0.01 -0.03 0.065
C -3.8362 1.0036 -0.5148 0.04 -0.12 -0.16 -0.207
C -3.3125 2.2030 0.2435 -0.09 -0.06 -0.15 -0.260
N -2.1017 1.8402 0.9788 0.17 0.09 -0.24 -0.079
C -1.6889 2.8380 1.8124 0.05 -0.03 0.07 -0.223
C -2.0522 4.2052 1.7870 -0.02 0.10 0.00 -0.143
F -2.8374 4.7251 0.8077 0.07 0.00 0.06 0.051
C -1.5774 5.1496 2.6859 0.01 -0.01 0.00 -0.168
F -1.9835 6.4230 2.5670 0.02 -0.04 0.01 0.095
C -0.6761 4.8126 3.6707 -0.01 -0.01 0.00 -0.168
F -0.1967 5.7264 4.5313 -0.03 -0.02 -0.03 0.093
C -0.2729 3.4900 3.7323 0.05 -0.02 0.01 -0.160
F 0.6212 3.1099 4.6581 -0.04 0.02 -0.02 0.106
C -0.7765 2.5602 2.8526 0.16 0.06 0.01 -0.176
F -0.3055 1.3057 2.9750 -0.19 0.05 -0.04 -0.002
H -5.4095 -0.0706 1.4166 0.00 0.01 0.00 0.097
H -3.9390 0.6485 2.1326 -0.01 0.00 0.01 0.078
H -4.1346 -1.1080 2.0845 0.02 0.00 0.02 0.072
H -3.6941 -1.2930 -1.5358 -0.02 -0.02 -0.01 0.090
H -5.2156 -1.3542 -0.6211 0.00 -0.03 0.05 0.127
H -3.7967 -3.4706 -0.6026 0.05 -0.01 -0.02 0.125
H -4.2540 -2.8772 0.9825 0.02 0.03 -0.01 0.093
H -4.8896 1.1360 -0.8068 -0.03 0.09 0.15 0.129
H -3.2797 0.8817 -1.4497 0.00 -0.06 0.03 0.100
H -4.0848 2.5867 0.9230 -0.01 -0.04 0.05 0.116
H -3.1568 2.9954 -0.4965 0.03 -0.05 0.02 0.105
O -2.2668 -2.5067 -2.8277 -0.10 0.14 0.02 0.054
C -1.3721 -1.7016 -2.6353 0.42 -0.05 -0.17 -0.577
O -1.4217 -0.6726 -1.8512 -0.01 0.13 0.21 -0.257
C -0.0576 -1.8784 -3.3957 -0.05 -0.13 -0.02 -0.117
C -0.0580 -2.8481 -4.3965 -0.05 -0.01 0.04 -0.021
C 1.0634 -3.0961 -5.1670 0.00 -0.01 -0.01 -0.080
C 2.2201 -2.3670 -4.9389 0.00 0.03 0.02 -0.084
C 2.2364 -1.4037 -3.9442 0.01 -0.02 0.02 -0.096
C 1.1124 -1.1463 -3.1561 0.09 0.10 -0.10 -0.264
P 1.1718 0.1849 -1.8895 -0.44 -0.15 0.46 1.071
C 0.6744 1.6112 -2.9261 0.08 0.01 -0.14 -0.339
C 1.4928 2.0938 -3.9475 -0.03 -0.04 -0.01 -0.091
C 1.0895 3.1585 -4.7376 -0.01 -0.01 0.01 -0.082
C -0.1481 3.7512 -4.5221 0.00 0.03 -0.02 -0.091
C -0.9747 3.2729 -3.5179 -0.02 0.00 0.02 -0.080
C -0.5642 2.2094 -2.7252 -0.04 0.05 0.05 -0.107
C 2.9464 0.4666 -1.5919 0.04 0.21 0.03 -0.393
C 3.4414 1.7651 -1.4541 0.05 -0.05 -0.06 -0.113
C 4.7293 1.9860 -0.9876 0.02 0.02 -0.01 -0.087
C 5.5418 0.9151 -0.6453 0.01 0.04 0.01 -0.094
C 5.0540 -0.3779 -0.7630 -0.03 -0.08 -0.01 -0.100
C 3.7651 -0.6001 -1.2214 0.02 -0.04 0.04 -0.128
H -0.9747 -3.4031 -4.5420 0.00 0.00 -0.01 0.113
H 1.0368 -3.8534 -5.9407 -0.01 0.00 0.01 0.098
H 3.1098 -2.5430 -5.5313 -0.01 0.00 0.00 0.099
H 3.1461 -0.8435 -3.7719 0.01 0.00 0.00 0.094
H 2.4598 1.6349 -4.1197 -0.02 0.01 -0.01 0.105
H 1.7403 3.5234 -5.5225 0.00 0.01 0.00 0.099
H -0.4674 4.5855 -5.1345 0.01 -0.01 -0.01 0.098
H -1.9404 3.7310 -3.3414 0.00 0.00 -0.01 0.103
H -1.2175 1.8517 -1.9384 0.05 0.02 -0.01 0.072
H 2.8123 2.6138 -1.6939 0.02 -0.02 0.01 0.094
H 5.0904 3.0022 -0.8834 0.00 0.00 0.00 0.101
H 6.5439 1.0890 -0.2730 0.00 -0.01 -0.01 0.097
H 5.6657 -1.2238 -0.4748 0.01 0.02 0.00 0.099
H 3.3875 -1.6150 -1.2620 -0.03 0.00 -0.01 0.111
Cl -1.1980 -1.4559 3.1269 0.06 -0.05 0.21 0.767
C 0.3928 -1.9899 3.6331 -0.15 0.07 -0.09 -0.607
C 0.4299 -2.8027 4.7498 0.10 -0.03 0.01 -0.119
C 1.6518 -3.2807 5.1945 -0.05 -0.01 0.03 -0.094
C 2.8059 -2.9302 4.5141 -0.02 0.02 -0.02 -0.127
C 2.7287 -2.1177 3.3977 0.08 0.04 -0.06 -0.671
Cl 4.2212 -1.7183 2.5953 -0.03 -0.01 0.02 0.658
C 1.5184 -1.6125 2.8887 -0.01 -0.11 0.15 -0.679
S 1.4729 -0.6505 1.4439 0.08 -0.14 0.02 0.592
H -0.4930 -3.0576 5.2518 0.01 -0.01 0.01 0.102
H 1.7047 -3.9237 6.0625 -0.01 0.00 0.00 0.100
H 3.7747 -3.2868 4.8347 0.00 0.00 0.01 0.098
I 1.7727 6.5230 0.6602 0.00 0.13 -0.02 0.859
C 1.6355 4.4768 0.7132 0.03 -0.18 0.03 -0.781
C 2.3772 3.6113 1.4898 0.03 -0.06 0.05 -0.154
N 1.9004 2.3846 1.2395 -0.07 0.05 0.00 -0.024
N 0.8941 2.3881 0.3612 0.15 0.01 -0.09 0.022
C 0.7291 3.6577 0.0218 -0.06 0.06 0.05 -0.217
H 3.1777 3.7756 2.1911 -0.01 0.05 -0.02 0.122
H 2.1629 1.4779 1.6327 0.00 0.04 0.00 0.044
H -0.0385 3.9458 -0.6779 0.00 0.01 -0.02 0.107
```
Positions in Å, forces in eV/Å.

Values from the calculation:
Spin multiplicity: 1
Lowest unoccupied orbital energy (eV): 2.0
Energy relative to the best compared isomer or geometry (same formula, charge and spin) (kcal per mole): 0.5
Charge: -1
Orbital gap (eV): 6.823

***

No. 4
Computed, not measured: a cluster of 2 separate species, C2H4N2O in total, with ωB97M-V with the def2-TZVPD basis set.

XYZ file:
```
9
Properties=species:S:1:pos:R:3:forces:R:3:lowdin_charge:R:1
N -0.7554 1.3410 1.1660 -0.32 -0.69 -0.45 0.129
C -1.2074 0.4039 0.5564 0.22 0.79 0.49 0.001
N 0.1714 -0.9335 -0.0742 0.32 -0.06 -0.09 -0.029
C 1.0304 -0.4383 -1.0132 -0.01 -0.06 0.05 -0.470
O 2.2374 -0.5866 -1.0342 -0.33 0.05 0.01 -0.005
H -1.3834 2.0531 1.5296 0.02 -0.02 -0.01 0.089
H -1.2591 -0.5889 -0.0214 0.07 -0.02 -0.03 0.075
H 0.6628 -1.3777 0.7007 -0.08 0.04 -0.03 0.090
H 0.5034 0.1269 -1.8097 0.10 -0.03 0.07 0.119
```
Positions in Å, forces in eV/Å.

Values from the calculation:
Spin multiplicity: 1
Lowest unoccupied orbital energy (eV): 0.4
Energy relative to the best compared isomer or geometry (same formula, charge and spin) (kcal per mole): 86.6
Orbital gap (eV): 9.697

***

No. 5
Computed, not measured: the molecule C3H5N2OP, with ωB97M-V with the def2-TZVPD basis set.

XYZ file:
```
12
Properties=species:S:1:pos:R:3:forces:R:3:lowdin_charge:R:1
C -1.6991 0.0631 -0.0942 -1.31 2.22 1.66 -0.082
N -0.3039 0.1469 0.0143 4.01 -3.01 -0.20 -0.179
C 0.3993 1.2510 -0.1028 1.29 2.94 -0.36 -0.431
P 2.1935 1.0795 -0.0439 -2.66 1.41 -0.04 0.805
N 1.9136 -0.5873 0.2328 3.56 -2.02 -1.01 -0.250
C 0.7291 -1.1555 0.1531 -2.74 3.76 -0.29 -0.527
O 0.3333 -2.2561 0.1968 -0.78 -2.05 0.00 0.107
H -1.9527 1.0062 0.5116 -0.78 -1.40 -0.83 0.108
H -2.1290 0.1987 -1.0982 0.33 -0.48 0.21 0.094
H -2.0492 -0.8031 0.4580 -0.25 -0.14 -0.32 0.089
H -0.1855 2.2919 -0.2186 1.49 -2.52 0.24 0.113
H 2.7505 -1.2352 -0.0089 -2.16 1.29 0.94 0.152
```
Positions in Å, forces in eV/Å.

Values from the calculation:
Spin multiplicity: 1
Lowest unoccupied orbital energy (eV): 0.9
Structure (SMILES): Cn1cp[nH]c1=O
Energy relative to the best compared isomer or geometry (same formula, charge and spin) (kcal per mole): 32.9
Orbital gap (eV): 8.305

***

no.,strongest force on any atom (eV/Å)
1,0.6
2,2.8
3,0.6
4,1.0
5,5.0